#1
Formula: C3H6N2O3
Source: the OMol25 dataset
Level of theory: ωB97M-V/def2-TZVPD

Calculated values
Frontier orbital gap: 11.01 eV
HOMO energy: -10.53 eV
Structure (SMILES): CC(=O)O.N#CON

The geometry in XYZ format:
```
14
C3H6N2O3, DFT ωB97M-V/def2-TZVPD
C 0.26 0.04 1.74
C 0.59 -1.06 0.79
O -0.18 -1.94 0.40
O 1.87 -1.07 0.40
H 1.07 0.77 1.78
H -0.65 0.55 1.40
H 0.09 -0.37 2.73
H 1.96 -1.90 -0.12
N -2.78 -0.44 -1.09
C -1.67 -0.24 -1.38
O -0.47 0.23 -1.82
N -0.26 1.60 -1.34
H 0.76 1.66 -1.39
H -0.61 2.16 -2.12
```

***

#2
Formula: C3H6N2O3
Source: the OMol25 dataset
Level of theory: ωB97M-V/def2-TZVPD

Calculated values
Frontier orbital gap: 9.80 eV
HOMO energy: -9.26 eV
Structure (SMILES): OC[C@@H]1ON=CNO1

The geometry in XYZ format:
```
14
C3H6N2O3, DFT ωB97M-V/def2-TZVPD
O 1.79 -1.93 0.23
C 1.40 -0.63 0.88
C 0.09 -0.18 0.23
O 0.19 -0.32 -1.14
N -1.12 -0.31 -1.65
C -1.69 0.76 -1.05
N -1.09 1.59 -0.10
O -0.04 1.09 0.66
H 1.95 -1.71 -0.82
H 1.17 -0.95 2.04
H 2.41 -0.01 0.81
H -0.77 -0.72 0.58
H -2.55 1.24 -1.31
H -1.76 2.06 0.64
```

***

#1 wins, 3.254 eV ahead of the next structure.

***

#1
Formula: C2H2N3OS
Source: the OMol25 dataset
Level of theory: ωB97M-V/def2-TZVPD

Calculated values
Frontier orbital gap (spin up / spin down): 4.77 / 4.78 eV
HOMO energy (spin up / spin down): -4.00 / -4.00 eV
Net charge: -1

The geometry in XYZ format:
```
9
C2H2N3OS, DFT ωB97M-V/def2-TZVPD
C -1.63 -0.50 0.25
C 0.28 1.10 0.58
N -2.49 -1.25 0.48
N 0.93 -1.36 -1.11
N -0.62 0.27 0.11
O 1.42 1.25 0.22
S -0.49 2.16 1.87
H 1.79 -1.15 -0.52
H 0.82 -0.53 -1.88
```

***

#2
Formula: C2H2N3OS
Source: the OMol25 dataset
Level of theory: ωB97M-V/def2-TZVPD

Calculated values
Frontier orbital gap: 7.48 eV
HOMO energy: -3.76 eV
Structure (SMILES): N#CS/C([O-])=N/N
Net charge: -1

The geometry in XYZ format:
```
9
C2H2N3OS, DFT ωB97M-V/def2-TZVPD
N -1.71 -2.18 -0.05
C -1.79 -1.05 0.15
S -2.24 0.51 0.43
C -0.36 1.15 0.11
O -0.17 2.32 -0.09
N 0.21 0.01 0.05
N 1.69 -0.09 0.02
H 2.03 -1.02 0.00
H 2.33 0.35 -0.61
```

***

#2 wins, 2.743 eV ahead of the next structure.

***

#1
Formula: C6H15N
Source: the OMol25 dataset
Level of theory: ωB97M-V/def2-TZVPD

Calculated values
Frontier orbital gap: 10.18 eV
HOMO energy: -9.07 eV
Structure (SMILES): CC[C@@H](C)[C@H](C)N

The geometry in XYZ format:
```
22
C6H15N, DFT ωB97M-V/def2-TZVPD
C 0.68 -0.55 -2.57
C 0.39 0.32 -1.33
C -0.24 -0.37 -0.12
C 0.83 -1.29 0.50
C -0.90 0.65 0.82
C 0.11 1.49 1.60
N -1.84 0.07 1.77
H 0.67 0.13 -3.43
H -0.15 -1.24 -2.73
H 1.61 -1.09 -2.50
H -0.14 1.24 -1.56
H 1.37 0.74 -1.03
H -1.06 -1.01 -0.47
H 1.72 -0.69 0.64
H 0.57 -1.63 1.51
H 0.88 -2.23 -0.04
H -1.48 1.26 0.11
H -0.38 2.24 2.22
H 0.76 0.79 2.13
H 0.70 2.12 0.93
H -2.68 -0.23 1.29
H -1.40 -0.70 2.26
```

***

#2
Formula: C6H15N
Source: the OMol25 dataset
Level of theory: ωB97M-V/def2-TZVPD

Calculated values
Frontier orbital gap: 10.00 eV
HOMO energy: -9.00 eV
Structure (SMILES): C1CCCC1.CN

The geometry in XYZ format:
```
22
C6H15N, DFT ωB97M-V/def2-TZVPD
C -0.93 1.17 -0.31
C -0.54 -0.22 -0.78
C -1.40 -1.21 0.08
C -2.68 -0.48 0.02
C -2.22 0.84 0.56
H -0.06 1.54 0.27
H -1.32 1.99 -1.09
H 0.53 -0.30 -0.39
H -0.63 -0.57 -1.84
H -0.97 -1.35 0.96
H -1.43 -2.26 -0.40
H -3.41 -0.82 0.72
H -3.01 -0.17 -1.03
H -1.64 0.34 1.54
H -3.03 1.62 0.73
C 3.02 -0.22 0.69
N 3.75 0.16 -0.41
H 3.13 -1.26 0.64
H 3.31 0.31 1.75
H 1.99 0.02 0.41
H 4.07 1.10 -0.17
H 4.67 -0.56 -0.72
```

***

#3
Formula: C6H15N
Source: the OMol25 dataset
Level of theory: ωB97M-V/def2-TZVPD

Calculated values
Frontier orbital gap: 9.18 eV
HOMO energy: -8.06 eV

The geometry in XYZ format:
```
22
C6H15N, DFT ωB97M-V/def2-TZVPD
C -0.12 0.23 1.54
C 0.80 -0.40 0.00
C -0.30 -1.00 -0.73
C -1.10 1.35 1.24
C 1.67 0.70 -0.56
C -0.20 -0.52 -2.53
N -0.72 -0.76 2.38
H 0.75 0.62 2.06
H 1.43 -1.18 0.44
H -0.09 -1.51 2.61
H -1.57 -1.15 1.97
H -0.21 -2.08 -0.78
H -1.34 -0.77 -0.53
H -1.46 1.80 2.17
H -1.97 0.97 0.69
H -0.64 2.13 0.65
H 2.32 1.09 0.23
H 2.31 0.31 -1.35
H 1.07 1.52 -0.94
H 0.79 -0.67 -2.95
H -0.91 -1.19 -3.01
H -0.51 0.51 -2.59
```

***

#1 wins, 1.744 eV ahead of the next structure.

***

#1
Formula: C6H15N
Source: the OMol25 dataset
Level of theory: ωB97M-V/def2-TZVPD

Calculated values
Frontier orbital gap: 9.77 eV
HOMO energy: -8.65 eV
Structure (SMILES): CN[C@@H](C)C(C)C

The geometry in XYZ format:
```
22
C6H15N, DFT ωB97M-V/def2-TZVPD
C 2.31 -0.74 -1.41
N 1.04 -0.03 -1.25
C 0.32 -0.36 -0.01
C 0.94 0.33 1.19
C -1.16 -0.02 -0.18
C -2.02 -0.83 0.82
C -1.50 1.47 -0.04
H 3.09 -0.03 -1.70
H 2.25 -1.48 -2.22
H 2.65 -1.16 -0.47
H 1.21 0.97 -1.27
H 0.42 -1.45 0.05
H 0.89 1.41 1.14
H 0.64 -0.11 2.15
H 2.01 0.10 1.24
H -1.45 -0.33 -1.19
H -3.07 -0.60 0.66
H -1.88 -1.90 0.63
H -1.72 -0.60 1.85
H -0.91 2.08 -0.72
H -1.51 1.73 1.02
H -2.56 1.57 -0.29
```

***

#2
Formula: C6H15N
Source: the OMol25 dataset
Level of theory: ωB97M-V/def2-TZVPD

Calculated values
Frontier orbital gap: 9.44 eV
HOMO energy: -8.23 eV
Structure (SMILES): CCN(CC)CC

The geometry in XYZ format:
```
22
C6H15N, DFT ωB97M-V/def2-TZVPD
C 1.60 0.88 1.76
C 0.40 1.25 0.87
N 0.00 0.18 -0.01
C -1.43 0.10 -0.24
C -2.08 -0.98 0.66
C 0.83 0.13 -1.22
C 0.67 -1.19 -1.93
H 1.33 0.97 2.82
H 2.45 1.52 1.57
H 1.90 -0.17 1.66
H -0.40 1.52 1.52
H 0.65 2.18 0.33
H -1.73 -0.12 -1.26
H -1.91 1.03 0.03
H -1.71 -0.85 1.67
H -1.70 -1.94 0.31
H -3.16 -0.95 0.58
H 1.85 0.19 -0.83
H 0.64 0.99 -1.85
H -0.27 -1.29 -2.46
H 0.66 -2.04 -1.25
H 1.40 -1.42 -2.71
```

***

#1 wins, 0.262 eV ahead of the next structure.

***

#1
Formula: C6H15N
Source: the OMol25 dataset
Level of theory: ωB97M-V/def2-TZVPD

Calculated values
Frontier orbital gap: 10.17 eV
HOMO energy: -9.08 eV
Structure (SMILES): CCCNCCC

The geometry in XYZ format:
```
22
C6H15N, DFT ωB97M-V/def2-TZVPD
C 2.40 0.17 -1.07
C 2.25 -0.32 0.39
C 1.20 0.56 1.04
N 0.02 0.69 0.09
C -1.14 0.29 0.85
C -2.42 0.35 0.06
C -2.34 -0.92 -0.89
H 2.24 1.28 -1.11
H 3.42 0.21 -1.50
H 1.80 -0.41 -1.74
H 1.86 -1.34 0.59
H 3.31 -0.20 0.96
H 1.61 1.55 1.20
H 0.86 0.01 1.92
H 0.19 -0.04 -0.64
H -1.25 0.83 1.74
H -1.08 -0.74 1.33
H -3.39 0.34 0.70
H -2.59 1.19 -0.55
H -1.48 -1.46 -0.59
H -2.12 -0.68 -1.89
H -3.36 -1.38 -0.89
```

***

#2
Formula: C6H15N
Source: the OMol25 dataset
Level of theory: ωB97M-V/def2-TZVPD

Calculated values
Frontier orbital gap: 9.70 eV
HOMO energy: -8.53 eV
Structure (SMILES): CCCNCCC

The geometry in XYZ format:
```
22
C6H15N, DFT ωB97M-V/def2-TZVPD
C 0.64 2.04 -2.27
C -0.61 1.17 -2.01
C -0.21 -0.26 -1.65
N 0.46 -0.45 -0.39
C -0.43 -0.73 0.77
C 0.45 -0.73 2.03
C -0.14 -1.53 3.16
H 1.04 1.68 -3.21
H 0.51 3.11 -2.30
H 1.41 1.78 -1.55
H -1.20 1.61 -1.20
H -1.25 1.20 -2.90
H 0.40 -0.63 -2.50
H -1.03 -0.96 -1.74
H 1.07 0.33 -0.18
H -0.85 -1.71 0.54
H -1.15 0.09 0.82
H 1.49 -0.99 1.83
H 0.46 0.34 2.27
H -0.13 -2.62 3.05
H -1.23 -1.40 3.30
H 0.32 -1.33 4.12
```

***

#3
Formula: C6H15N
Source: the OMol25 dataset
Level of theory: ωB97M-V/def2-TZVPD

Calculated values
Frontier orbital gap: 8.81 eV
HOMO energy: -7.89 eV

The geometry in XYZ format:
```
22
C6H15N, DFT ωB97M-V/def2-TZVPD
C -1.01 -0.10 2.10
C 1.89 -0.20 -0.35
N -0.21 -0.06 0.88
C 1.22 -0.05 0.98
C 1.88 -0.02 2.13
H -0.91 0.56 -0.22
H -0.79 0.78 2.72
H -2.06 -0.08 1.80
H -0.83 -1.01 2.68
H 2.97 -0.22 -0.23
H 1.59 -1.13 -0.84
H 1.62 0.63 -1.01
H 2.95 -0.09 2.15
H 1.40 -0.04 3.10
C -1.69 0.40 -1.43
C -0.86 0.19 -2.69
H -0.25 1.07 -2.92
H -0.18 -0.66 -2.58
H -2.34 1.27 -1.57
H -2.39 -0.43 -1.31
H -0.55 -0.79 0.20
H -1.47 -0.01 -3.58
```

***

#4
Formula: C6H15N
Source: the OMol25 dataset
Level of theory: ωB97M-V/def2-TZVPD

Calculated values
Frontier orbital gap: 10.16 eV
HOMO energy: -9.17 eV
Structure (SMILES): CC[C@@H](C)[C@H](C)N

The geometry in XYZ format:
```
22
C6H15N, DFT ωB97M-V/def2-TZVPD
C 1.63 -1.59 -1.46
C 1.10 -0.29 -0.90
C -0.12 -0.53 0.09
C 0.41 -1.11 1.32
C -1.01 0.72 0.02
C -0.16 2.08 -0.02
N -2.00 0.66 1.05
H 0.82 -2.32 -1.64
H 2.26 -2.24 -0.94
H 1.99 -1.46 -2.48
H 0.93 0.47 -1.69
H 1.95 -0.05 -0.14
H -0.85 -1.10 -0.63
H -0.28 -0.87 2.10
H 0.45 -2.17 1.26
H 1.37 -0.78 1.57
H -1.40 0.70 -0.93
H 0.82 1.93 0.47
H 0.12 2.18 -1.11
H -0.79 2.94 0.00
H -1.65 1.26 1.88
H -2.78 1.19 0.67
```

***

#2 wins, 1.241 eV ahead of the next structure.

***

#1
Formula: C6H15N
Source: the OMol25 dataset
Level of theory: ωB97M-V/def2-TZVPD

Calculated values
Frontier orbital gap: 10.24 eV
HOMO energy: -9.12 eV
Structure (SMILES): CCCC[C@@H](C)N

The geometry in XYZ format:
```
22
C6H15N, DFT ωB97M-V/def2-TZVPD
C 2.07 1.67 0.38
C 1.76 0.74 -0.79
C 1.32 -0.66 -0.41
C 0.13 -0.80 0.53
C -1.18 -0.20 -0.02
C -1.96 -1.21 -0.83
N -2.00 0.26 1.10
H 1.19 1.82 1.01
H 2.33 2.65 0.00
H 2.91 1.32 0.98
H 2.61 0.68 -1.47
H 1.03 1.24 -1.45
H 2.15 -1.27 -0.03
H 1.06 -1.19 -1.31
H 0.34 -0.30 1.48
H -0.03 -1.86 0.68
H -0.87 0.66 -0.62
H -1.40 -1.55 -1.69
H -2.13 -2.06 -0.18
H -2.90 -0.78 -1.17
H -2.82 0.75 0.75
H -1.54 0.89 1.73
```

***

#2
Formula: C6H15N
Source: the OMol25 dataset
Level of theory: ωB97M-V/def2-TZVPD

Calculated values
Frontier orbital gap: 6.02 eV
HOMO energy: -7.13 eV

The geometry in XYZ format:
```
22
C6H15N, DFT ωB97M-V/def2-TZVPD
C 1.56 0.82 1.39
N 0.93 -0.43 0.80
C -0.44 -0.42 0.73
C -0.88 -0.48 -0.76
C -0.24 0.57 -1.66
C 1.19 0.32 -2.22
C -1.20 -1.45 1.59
H 1.07 1.76 1.10
H 1.39 0.73 2.46
H 2.62 0.75 1.10
H -0.86 0.73 1.06
H -1.73 1.10 1.20
H -1.94 -0.33 -0.84
H -0.72 -1.52 -1.12
H -0.31 1.59 -1.26
H -0.86 0.35 -2.58
H 1.58 -0.63 -1.77
H 1.19 0.31 -3.31
H 1.84 1.02 -1.69
H -2.26 -1.53 1.32
H -0.70 -2.35 1.90
H -1.24 -0.89 2.56
```

***

#3
Formula: C6H15N
Source: the OMol25 dataset
Level of theory: ωB97M-V/def2-TZVPD

Calculated values
Frontier orbital gap: 9.03 eV
HOMO energy: -7.93 eV
Structure (SMILES): CCN(C)C(C)C

The geometry in XYZ format:
```
22
C6H15N, DFT ωB97M-V/def2-TZVPD
C 1.10 -1.62 -1.87
C 1.11 -0.26 -1.06
N 0.01 -0.40 -0.13
C 0.31 -1.16 1.18
C -0.75 0.96 -0.05
C 0.12 1.93 0.80
C -2.14 0.68 0.61
H 0.51 -2.36 -1.27
H 2.11 -2.03 -2.08
H 0.58 -1.45 -2.76
H 1.17 0.55 -1.80
H 2.06 -0.11 -0.47
H -0.60 -1.63 1.55
H 0.64 -0.49 1.93
H 1.09 -1.87 0.98
H -0.75 1.30 -1.07
H 1.20 1.60 0.72
H -0.10 1.68 1.87
H -0.28 2.96 0.55
H -1.99 -0.06 1.42
H -2.76 0.17 -0.13
H -2.64 1.62 1.07
```

***

#1 wins, 1.747 eV ahead of the next structure.